{
  "formula": "C7H9N2",
  "method": "wB97M-V/def2-TZVPD",
  "molar_mass_g_mol": 121.2,
  "energy_ha": -381.308889,
  "smiles": "C=C(/C=C\\C#[NH+])/N=C/C",
  "orbital_gap_ev": 7.892,
  "charge": 1,
  "species": ["C", "C", "C", "C", "C", "N", "N", "C", "C", "H", "H", "H", "H", "H", "H", "H", "H", "H"],
  "coordinates": [[-0.309302, 2.458138, 0.391643], [0.382037, 1.330796, 0.093620], [1.777894, 1.427777, -0.231463], [2.654491, 0.381473, -0.273108], [2.363851, -0.899573, 0.073491], [2.216733, -2.031374, 0.292998], [-0.132246, 0.058704, 0.223476], [-1.224147, -0.343744, -0.265642], [-1.700369, -1.725639, -0.033534], [-1.342512, 2.423379, 0.691602], [0.178935, 3.415553, 0.414068], [2.149150, 2.417782, -0.461373], [3.689024, 0.543875, -0.557216], [2.111008, -2.915454, 0.742338], [-1.840393, 0.295562, -0.907054], [-2.727339, -1.843842, -0.367472], [-1.077256, -2.425531, -0.591477], [-1.621638, -1.990012, 1.019977]],
  "atomic_forces_ev_per_a": [[0.507, -0.558, -0.197], [-0.887, 1.163, 0.082], [0.297, -0.475, 0.086], [0.384, 1.888, -0.468], [-0.981, -2.941, 0.594], [0.446, 1.781, -0.383], [0.422, -0.831, 0.343], [-0.027, 0.328, -0.261], [-0.191, -0.281, 0.094], [-0.148, -0.078, 0.108], [0.093, 0.215, -0.168], [0.109, -0.029, -0.004], [-0.025, 0.002, 0.065], [-0.031, -0.264, 0.117], [0.078, 0.178, 0.038], [-0.020, -0.077, 0.031], [-0.003, -0.042, -0.102], [-0.024, 0.020, 0.022]]
}